Record 1
# C5H5NO

An isolated molecule of C5H5NO at a distorted geometry (wB97M-V/def2-TZVPD, OMol25).

## Properties
HOMO	-10.62	eV
SMILES string	N#CC1(C=O)CC1
Kohn-Sham gap	11.02	eV

Last column: Löwdin charge in e.
Element x y z (Å)
N (2.31107, 1.81041, 0.03456)  0.1665
C (1.45410, 1.05577, 0.05108)  -0.1724
C (0.39108, 0.03590, 0.02694)  -0.2951
C (0.82617, -1.44593, -0.03878)  -0.1818
O (1.97698, -1.82969, 0.00834)  0.0786
C (-0.98968, 0.38329, -0.68901)  -0.0929
C (-0.95205, 0.38945, 0.78725)  -0.0844
H (0.03324, -2.06909, -0.34718)  0.1046
H (-1.41586, -0.60824, -1.15637)  0.1310
H (-1.46674, 1.18070, -1.30366)  0.1208
H (-0.72226, 1.40357, 1.19630)  0.1254
H (-1.44605, -0.30616, 1.43051)  0.0999

Record 2
# C33H28N5OPSZr

A structure of composition C33H28N5OPSZr (wB97M-V/def2-TZVPD, OMol25).

## Properties
total charge	+2
HOMO	-14.11	eV
Kohn-Sham gap	6.98	eV

Last column: Löwdin charge in e.
Element x y z (Å)
Zr (-1.74984, 0.24846, 1.29577)  1.4674
C (-0.21422, 2.02114, -2.14754)  -0.0432
C (0.03959, 0.65905, -2.03419)  -0.0387
C (-0.93673, -0.19904, -1.53493)  -0.0982
C (-2.17880, 0.31734, -1.12755)  -0.5465
C (-2.39424, 1.70768, -1.18667)  -0.1279
C (-1.42632, 2.54738, -1.72308)  -0.0485
P (-3.60572, -0.72658, -0.56948)  1.0741
C (-4.45972, -1.24904, -2.06695)  -0.3807
C (-3.91481, -1.15509, -3.34249)  -0.0696
C (-4.63835, -1.63423, -4.42403)  -0.0504
C (-5.88831, -2.20742, -4.23070)  -0.0425
C (-6.43354, -2.29350, -2.95679)  -0.0494
C (-5.72777, -1.79928, -1.87071)  -0.1017
C (-2.67825, -2.16906, 0.05571)  -0.4244
C (-3.03032, -3.48167, -0.22617)  -0.0531
C (-2.32127, -4.51241, 0.38075)  -0.0278
C (-1.29333, -4.24347, 1.27811)  -0.0452
C (-0.97313, -2.93253, 1.59565)  -0.0940
C (-1.66202, -1.87792, 0.99012)  -0.3342
H (0.53850, 2.67276, -2.57304)  0.1246
H (0.98041, 0.25325, -2.38406)  0.1172
H (-0.77152, -1.26839, -1.52154)  0.1252
H (-3.34921, 2.11643, -0.87208)  0.1217
H (-1.62207, 3.60863, -1.80020)  0.1305
H (-2.93828, -0.71728, -3.50752)  0.1044
H (-4.22384, -1.56075, -5.42044)  0.1176
H (-6.44572, -2.58056, -5.07946)  0.1202
H (-7.41233, -2.72825, -2.80723)  0.1196
H (-6.16666, -1.83906, -0.88052)  0.1123
H (-3.82630, -3.70661, -0.92536)  0.1127
H (-2.57458, -5.53935, 0.15159)  0.1234
H (-0.75557, -5.06018, 1.74076)  0.1208
H (-0.19557, -2.73628, 2.32395)  0.0940
N (-3.46573, 1.34586, 2.15868)  0.0541
C (-3.38726, 1.25039, 3.32682)  -0.1200
C (-2.85798, 0.88636, 4.56246)  -0.1807
C (-3.31546, 1.13683, 5.87584)  -0.1752
N (-3.68838, 1.34023, 6.94275)  0.2085
C (-1.73753, 0.19196, 4.10261)  -0.1085
N (-0.97552, -0.25293, 3.33228)  0.0465
C (5.12644, 3.50643, 0.16056)  -0.0792
C (3.73055, 3.68113, -0.42450)  -0.2262
C (2.62135, 3.53973, 0.60648)  -0.1715
N (2.60422, 2.15641, 1.11322)  0.0705
C (1.58405, 1.43937, 1.48474)  -0.6714
S (-0.01077, 2.14117, 1.51753)  0.7196
N (1.71337, 0.14360, 1.87762)  0.1096
C (2.88529, -0.68191, 2.08766)  -0.3603
O (2.82013, -1.46469, 2.99020)  0.1651
C (4.02419, -0.56466, 1.14530)  -0.1846
C (3.80558, -0.39068, -0.22101)  -0.0491
C (4.88561, -0.35577, -1.08722)  -0.0555
C (6.17623, -0.47653, -0.58256)  -0.0437
C (6.39145, -0.65346, 0.77782)  -0.0375
C (5.31402, -0.71516, 1.64890)  0.0048
H (5.88959, 3.65719, -0.60107)  0.0883
H (5.29299, 2.50052, 0.56182)  0.0585
H (5.31152, 4.22227, 0.96287)  0.0896
H (3.56352, 2.95494, -1.22700)  0.1080
H (3.62899, 4.66823, -0.87827)  0.1221
H (1.63766, 3.76244, 0.19661)  0.0868
H (2.78792, 4.19872, 1.46140)  0.1402
H (3.51253, 1.71174, 1.18014)  0.1248
H (0.97971, -0.17253, 2.49306)  0.0650
H (2.79407, -0.30884, -0.60237)  0.1026
H (4.72874, -0.24697, -2.15218)  0.1141
H (7.02100, -0.44492, -1.25809)  0.1203
H (7.39803, -0.75726, 1.15925)  0.1216
H (5.45972, -0.88339, 2.70789)  0.1326

Record 3
# C5H9F

A cluster of 2 separate species, C5H9F in total at a distorted geometry (wB97M-V/def2-TZVPD, OMol25).

## Properties
HOMO	-8.83	eV
Kohn-Sham gap	9.86	eV

Last column: Löwdin charge in e.
Element x y z (Å)
C (-0.30997, -1.39572, 1.37551)  -0.0380
C (0.06892, -0.25668, 0.93235)  -0.2620
C (0.08210, 1.11166, 1.45249)  -0.1152
C (-0.39271, 0.24364, -1.93090)  -0.0837
C (0.68750, -0.19977, -1.08526)  -0.2962
F (1.06033, -1.45637, -1.32026)  -0.0036
H (-0.44291, -2.30071, 0.60778)  0.1058
H (-0.50199, -1.55779, 2.50007)  0.0865
H (-0.07347, 1.10973, 2.58573)  0.1019
H (1.09100, 1.40399, 1.41366)  0.0491
H (-0.64463, 1.75108, 0.86988)  0.0966
H (-0.99164, 0.90644, -1.28622)  0.0679
H (-0.14505, 0.84783, -2.94949)  0.1375
H (-1.01167, -0.59993, -2.08472)  0.0652
H (1.52418, 0.39261, -1.08063)  0.0882